[1]
{"formula": "C13H21N4O5SSiTi", "method": "ωB97M-V/def2-TZVPD", "orbital_gap_ev": [4.5, 4.5], "e_above_lowest_ev": 0.4760, "total_charge": -1, "e_lumo_ev": [2.2, 2.2], "e_homo_ev": [-2.251, -2.252], "symbols": ["Ti", "N", "C", "C", "N", "H", "H", "H", "H", "H", "H", "H", "H", "O", "C", "C", "C", "C", "C", "C", "C", "O", "N", "O", "O", "H", "H", "H", "H", "S", "C", "N", "C", "Si", "C", "C", "O", "H", "H", "H", "H", "H", "H", "H", "H", "H"], "xyz": [[-0.80, -0.87, -0.70], [-0.73, -0.11, -2.82], [-2.04, -0.15, -3.48], [-3.12, 0.15, -2.44], [-2.98, -0.82, -1.34], [-0.50, 0.83, -2.52], [0.00, -0.48, -3.41], [-2.20, -1.16, -3.86], [-2.13, 0.55, -4.31], [-4.11, 0.13, -2.91], [-2.94, 1.14, -2.02], [-3.31, -1.74, -1.61], [-3.47, -0.52, -0.51], [-1.35, -1.49, 0.88], [-0.52, -1.76, 1.87], [0.88, -1.57, 1.84], [1.63, -1.86, 2.99], [3.01, -1.72, 3.01], [3.70, -1.29, 1.86], [2.99, -0.99, 0.73], [1.59, -1.10, 0.67], [0.95, -0.80, -0.45], [3.73, -2.04, 4.20], [4.94, -1.89, 4.21], [3.12, -2.45, 5.18], [-0.96, -2.15, 2.79], [1.13, -2.20, 3.89], [4.77, -1.20, 1.90], [3.50, -0.67, -0.17], [-1.69, -5.28, -1.93], [-1.17, -3.78, -1.70], [-0.79, -2.68, -1.57], [-1.33, 3.89, -0.54], [-0.36, 2.34, 0.02], [1.31, 2.46, -0.88], [-0.04, 2.52, 1.88], [-1.18, 1.03, -0.38], [-0.84, 4.80, -0.18], [-2.35, 3.89, -0.16], [-1.37, 3.96, -1.63], [1.80, 3.42, -0.69], [1.20, 2.37, -1.97], [1.98, 1.67, -0.55], [0.40, 3.49, 2.11], [0.64, 1.73, 2.23], [-0.97, 2.43, 2.45]], "mulliken_charge": [-0.178, -0.199, -0.656, -0.385, -0.387, 0.066, 0.293, 0.382, 0.392, 0.395, 0.134, 0.260, 0.297, -0.374, -0.884, 1.216, -0.702, -0.275, -0.759, -0.254, 0.316, -0.128, 1.014, -0.669, -0.653, 0.240, 0.467, 0.440, 0.437, -0.495, 0.476, -0.516, -1.215, 0.376, -1.031, -1.035, -0.155, 0.349, 0.294, 0.280, 0.458, 0.346, 0.147, 0.333, 0.251, 0.291]}

***

[2]
{"formula": "C17H21BCl2N7O3PtS2", "method": "ωB97M-V/def2-TZVPD", "orbital_gap_ev": [6.6, 6.6], "spin_multiplicity": 2, "e_above_lowest_ev": 11.3430, "total_charge": 0, "e_lumo_ev": [-1.0, -1.5], "e_homo_ev": [-7.657, -8.122], "symbols": ["Pt", "B", "N", "C", "C", "C", "N", "N", "C", "C", "C", "N", "H", "H", "H", "H", "H", "H", "H", "H", "O", "N", "C", "C", "C", "C", "C", "S", "H", "H", "H", "H", "Cl", "C", "Cl", "C", "O", "O", "H", "C", "N", "C", "C", "N", "C", "S", "H", "H", "H", "H", "H", "H", "H", "H"], "xyz": [[-0.43, -0.94, -0.32], [-0.11, -1.71, 2.75], [1.22, -1.87, 1.95], [2.44, -2.22, 2.35], [3.29, -2.19, 1.26], [2.48, -1.80, 0.19], [1.24, -1.62, 0.63], [-1.15, -2.61, 2.02], [-1.64, -3.82, 2.32], [-2.35, -4.31, 1.24], [-2.22, -3.32, 0.27], [-1.51, -2.31, 0.75], [0.03, -2.10, 3.87], [-0.48, -0.56, 2.66], [2.63, -2.46, 3.38], [4.35, -2.42, 1.23], [2.72, -1.66, -0.85], [-1.46, -4.24, 3.30], [-2.88, -5.24, 1.16], [-2.61, -3.28, -0.74], [0.73, 0.30, -1.39], [1.80, 2.71, -1.18], [3.65, 0.86, -2.31], [4.70, 1.35, -1.68], [4.81, 2.25, -0.55], [3.85, 2.79, 0.22], [2.39, 2.73, 0.07], [1.45, 2.93, 1.38], [1.87, -0.58, -3.13], [5.65, 0.94, -2.02], [5.83, 2.41, -0.22], [4.16, 3.29, 1.12], [1.71, 1.55, -2.18], [1.12, 2.28, -3.49], [1.31, 3.93, -3.86], [3.79, -0.26, -3.29], [4.84, -0.63, -3.73], [2.65, -0.92, -3.61], [0.91, 1.56, -4.27], [-4.52, 2.20, -1.48], [-4.20, 1.50, -0.26], [-4.71, 1.97, 1.03], [-4.07, 0.99, 2.02], [-3.06, 0.34, 1.20], [-3.20, 0.63, -0.09], [-2.25, 0.04, -1.37], [-5.60, 2.23, -1.62], [-4.07, 1.69, -2.32], [-4.14, 3.23, -1.44], [-5.80, 1.94, 1.05], [-4.39, 3.00, 1.20], [-4.79, 0.26, 2.40], [-3.61, 1.50, 2.87], [-2.38, -0.32, 1.52]], "lowdin_spin": [0.061, 0.001, 0.000, 0.000, 0.000, 0.002, 0.003, 0.001, 0.000, 0.001, 0.001, 0.022, 0.000, 0.000, 0.000, 0.000, 0.001, 0.000, 0.000, 0.000, 0.236, 0.042, 0.335, 0.036, 0.015, -0.016, 0.009, 0.001, -0.001, 0.016, 0.001, -0.001, 0.217, -0.039, 0.007, 0.024, 0.025, 0.000, -0.005, 0.000, 0.000, 0.000, 0.000, 0.000, 0.001, 0.005, 0.000, 0.000, 0.000, 0.000, 0.000, 0.000, 0.000, 0.000]}

***

[3]
{"formula": "C3H5NO3", "method": "ωB97M-V/def2-TZVPD", "orbital_gap_ev": 10.8, "e_above_lowest_ev": 5.4726, "total_charge": 0, "e_lumo_ev": 0.1, "e_homo_ev": -10.703, "symbols": ["C", "C", "C", "N", "O", "O", "O", "H", "H", "H", "H", "H"], "xyz": [[-0.41, -0.76, -1.57], [0.44, -0.82, -0.54], [0.68, 0.54, 0.39], [-0.20, 0.28, 1.61], [0.30, -0.44, 2.47], [-1.30, 0.80, 1.60], [0.35, 1.69, -0.12], [-0.73, -1.65, -2.23], [-0.97, 0.11, -1.72], [0.86, -1.75, -0.31], [1.62, 0.42, 0.78], [-0.63, 1.58, -0.35]], "mulliken_charge": [-0.699, -0.003, -0.398, 1.014, -0.569, -0.579, -0.487, 0.239, 0.166, 0.409, 0.492, 0.415]}